No. 1
# C23H31Br3ClN3O4P

A 3-piece molecular cluster, C23H31Br3ClN3O4P overall at a distorted geometry (ωB97M-V with the def2-TZVPD basis set, the OMol25 dataset).

As for the total charge: +1. For the relative energy (zero: lowest compared OMol25 entry of this formula, charge and spin), the calculation gives 357.2 kcal/mol. For the LUMO energy, the calculation gives -0.188 Ha. As for the spin multiplicity: 1. For the HOMO energy, the calculation gives -11.516 eV. As for the strongest force on any atom: 10.10 eV Å⁻¹. As for the calculated total energy: -9882.9610 a.u.

Atoms and positions in Å:
Cl: -3.17734 -1.98119 -0.28001
H: -4.16831 -2.71403 3.56669
C: 1.22806 2.63028 2.86750
H: 0.47345 1.63897 -4.04607
C: 0.75012 -2.55887 2.48278
C: -0.39230 -0.06490 3.43579
C: 0.98013 2.15408 -2.02505
H: 3.16166 -1.42452 3.45902
O: -5.51573 -1.89419 1.17889
C: -3.01621 0.06904 3.76211
H: 0.19056 -3.28440 -7.82451
H: 2.30087 2.40235 3.26921
C: 3.17501 0.10981 1.76513
H: -0.97403 3.97054 -2.65668
H: 0.88747 -0.94505 -8.26630
C: 0.34728 -2.58870 -6.99420
C: 0.31221 0.17695 -5.83168
C: -1.33010 2.89637 4.34807
H: 2.58708 0.29917 3.96938
H: -1.89452 3.17272 3.33291
H: -3.94150 -0.61153 4.09299
Br: 2.28680 -4.44862 4.66045
C: -0.77422 -3.12574 2.34004
H: 2.30678 0.27229 -6.61587
H: 2.05160 -1.01111 -5.41986
C: -3.50461 -2.83759 2.58313
C: 0.94062 -0.99421 3.00637
H: 1.03324 3.79709 3.02103
N: -1.79645 -0.70488 3.32314
H: 4.33573 2.01876 2.61432
H: 5.08115 0.24193 3.05390
H: -3.40948 -4.01722 2.43620
C: -3.63087 1.10468 2.65096
Br: 3.86403 -1.21437 0.42886
H: -1.98006 1.14254 -3.29159
C: 1.95390 -3.60378 2.10991
H: 1.04927 2.38238 1.73955
H: -0.83382 3.92629 4.69367
C: 0.45305 2.52462 -3.40182
P: 0.03511 1.65130 4.05875
H: 0.74323 -3.15573 -6.14383
H: -2.13630 2.65017 5.16635
C: 1.31012 -1.47989 -7.40694
N: 1.41728 1.84671 -0.88303
C: -4.22110 -2.21282 1.23377
C: 2.49766 -0.49812 3.11050
O: 2.00605 -4.12144 0.85519
H: -1.66679 1.77984 -1.66339
O: -4.85110 1.70374 2.75815
H: 5.28894 1.01390 1.33717
H: 2.47803 0.84996 1.14069
C: -2.01700 -2.11908 2.78542
H: -2.71741 0.58282 4.79890
N: -0.75810 0.73314 -5.46440
O: 3.03482 -4.00482 3.04359
H: 1.10768 3.28217 -3.84534
Br: -2.57904 1.55658 0.97280
C: -0.97187 3.06833 -3.28055
H: -1.32852 3.36265 -4.27375
H: 2.25092 -1.93194 -7.73984
C: 4.54808 0.92517 2.26887
H: -0.95144 -4.23700 1.95343
C: -1.94483 2.05525 -2.68566
H: -0.63332 -2.18972 -6.71591
H: -2.95421 2.47650 -2.64488
C: 1.60252 -0.49362 -6.27448

Results of the natural (NBO) charge analysis, in e, for atoms 1 through 2: -0.006 0.282



No. 2
# C32H27BeI2N2O4Si

C32H27BeI2N2O4Si as an isolated structure at a distorted geometry (ωB97M-V with the def2-TZVPD basis set, the OMol25 dataset).

As for the total charge: -1. For the LUMO energy, the calculation gives 0.077 Ha. As for the spin multiplicity: 1. For the HOMO energy, the calculation gives -4.863 eV. As for the strongest force on any atom: 2.43 eV Å⁻¹. As for the calculated total energy: -2546.0062 a.u.

Atoms and positions in Å:
H: -1.50569 -3.13732 -1.72273
C: -1.79799 3.03118 3.96255
C: 2.99726 1.06734 2.97891
H: -0.98720 2.68966 -5.94302
H: -1.31658 2.57220 1.88005
C: 0.17848 -2.33909 3.33492
H: -3.48851 2.82374 0.57049
C: -0.01225 -1.99544 -2.74587
H: 0.48862 -3.01422 -5.91227
C: 3.67590 2.62069 0.73233
C: 1.77297 -4.12143 3.08658
C: -0.82596 1.57486 5.65214
C: -0.29170 0.76160 4.64725
H: -3.73103 -0.60221 -1.88757
H: 3.04143 -4.04116 1.33560
O: -0.82269 1.34100 -1.63959
O: -2.63894 1.00315 0.32598
C: 2.18761 1.10759 1.85922
H: -2.52492 -1.38324 -0.45226
C: 0.65563 -3.59255 3.72077
C: -0.90991 -2.21371 -1.56791
H: -3.91995 -0.14640 -4.65434
H: -0.69792 -1.85442 3.79104
C: 1.80739 -2.23508 1.56682
C: 0.88799 -1.60404 2.38637
H: 5.53336 3.00688 1.80601
H: 3.01054 -0.88829 -3.10652
C: -2.35063 1.11833 -5.50435
Be: -1.33560 0.38970 -0.42198
C: 2.47903 1.95692 0.75605
H: 0.14908 -4.08405 4.54937
H: -2.84797 -1.65489 -2.95445
Si: 0.52887 0.24464 1.97567
H: -0.28362 -2.22462 -0.66120
N: -1.85019 -1.09957 -1.22535
H: 0.07136 -0.22252 4.93563
C: 4.59606 2.48251 1.79850
C: 0.67543 -2.52128 -5.01472
H: 2.62829 -1.55614 -5.47516
C: -3.67826 1.78175 0.17130
H: 4.07779 3.16801 -0.08918
C: -1.57400 2.72826 5.31427
O: -4.73961 1.47645 -0.32452
I: -2.89064 0.61083 -7.45944
H: 2.25543 -4.98879 3.49372
C: -2.39535 0.38943 -3.20024
C: -2.97025 0.41399 -4.48853
C: -1.35554 2.03433 -5.15524
C: -1.36447 1.33767 -2.81431
C: 2.05338 -1.34810 -3.45961
H: 1.75459 2.00787 -0.07623
H: 2.67759 0.46501 3.78255
H: -1.20609 -3.13941 -4.17524
C: -0.26753 -2.64202 -4.00578
C: -2.73831 -0.75363 -2.30189
C: -0.39971 1.13858 3.33207
O: -0.23684 0.28126 0.62083
C: 1.88599 -1.86138 -4.76303
H: -0.59932 1.23922 6.63407
C: -0.87575 2.19538 -3.88501
H: -2.54591 3.83622 3.71107
C: -1.20025 2.29079 2.93922
H: -2.04153 3.39790 6.07105
I: 0.41519 3.75679 -3.52299
C: 4.19503 1.75216 2.92107
C: 2.32208 -3.48662 1.98485
H: 4.82913 1.76110 3.81127
N: 1.14593 -1.32605 -2.50273
H: 2.24120 -1.77731 0.67365

Results of the natural (NBO) charge analysis, in e, for atoms 1 through 2: 0.186 -0.213



No. 3
# C3H5NO

An isolated molecule of C3H5NO at a distorted geometry (ωB97M-V with the def2-TZVPD basis set, the OMol25 dataset).

For the relative energy (zero: lowest compared OMol25 entry of this formula, charge and spin), the calculation gives 50.0 kcal/mol. For the LUMO energy, the calculation gives 0.017 Ha. As for the spin multiplicity: 1. For the HOMO energy, the calculation gives -9.233 eV. As for the SMILES: C=CNC=O. As for the strongest force on any atom: 5.43 eV Å⁻¹. As for the calculated total energy: -247.2276 a.u.

Atoms and positions in Å:
C: -0.20364 1.47131 -0.37977
H: -0.57026 1.07569 1.55724
H: -0.48928 2.50894 0.31817
O: -0.18323 1.34804 -1.63118
N: -0.40303 0.58758 0.57174
H: 1.12618 -2.30937 -0.15960
H: 0.72816 -1.05413 -1.50908
H: -0.38947 -1.43647 1.32401
C: 0.50307 -1.39782 -0.55204
C: -0.11849 -0.79376 0.46052

Results of the natural (NBO) charge analysis, in e, for atoms 1 through 2: 0.553 0.424



| no. | gap between HOMO and LUMO (eV) |
| --- | --- |
| 1 | 6.392 |
| 2 | 6.965 |
| 3 | 9.703 |